Record 1
87
Properties=species:S:1:pos:R:3 method="wB97M-V/def2-TZVPD" homo_ev=-3.632 orbital_gap_ha=0.0711 total_charge=-1 lumo_ha=-0.06234
O 4.1229 2.0846 -0.2573
C 4.1229 1.5749 -1.3578
O 3.3949 0.4727 -1.5697
C 4.1797 -0.6496 -2.0017
C 3.3676 -1.9441 -2.1251
C 2.2145 -2.1412 -1.1135
C 1.0211 -2.8803 -1.7731
C -0.2861 -2.0309 -1.9156
C -0.7848 -1.3800 -0.5959
C -1.3095 0.0487 -0.8145
C -2.2336 0.1933 -2.0141
O -1.5968 -0.1247 -3.3148
S -0.2012 -0.7703 -3.2025
O 0.8376 0.1855 -2.9920
O 0.0287 -1.4699 -4.4819
H 4.6707 2.0541 -2.1813
H 5.0573 -0.7935 -1.3605
H 4.5860 -0.4388 -2.9986
H 4.0902 -2.7441 -1.9495
H 3.0465 -2.0474 -3.1613
H 2.5813 -2.8037 -0.3274
H 1.8997 -1.2221 -0.6240
H 1.3813 -3.1811 -2.7848
H 0.7570 -3.8166 -1.2797
H -1.0867 -2.7233 -2.2268
H -0.0318 -1.3987 0.1903
H -1.6310 -1.9728 -0.2401
H -0.5004 0.7814 -0.8340
H -1.9082 0.3303 0.0642
H -2.5333 1.2338 -2.0744
H -3.1598 -0.3640 -1.8733
C -2.6891 0.0653 7.7038
O -1.5591 -0.1728 6.8987
C -0.8969 -1.3820 7.2397
C -0.1141 -1.9187 6.0633
O -0.9215 -2.5741 5.0880
C -1.7106 -1.7470 4.2463
C -0.9060 -1.0140 3.1959
O -0.2596 0.1160 3.7563
C 0.8829 0.4725 3.0213
H -2.4070 0.1760 8.7575
H -3.1515 0.9909 7.3648
H -3.4200 -0.7460 7.6033
H -1.6248 -2.1353 7.5647
H -0.2046 -1.1723 8.0654
H 0.5591 -2.6908 6.4402
H 0.5042 -1.1425 5.6120
H -2.3224 -1.0557 4.8279
H -2.3881 -2.4298 3.7281
H -1.5752 -0.6525 2.4026
H -0.1696 -1.7028 2.7613
H 1.6110 -0.3499 2.9997
H 1.3484 1.3309 3.5027
H 0.6026 0.7500 1.9935
Na 5.0040 1.2270 1.6983
N 3.8247 0.7918 -6.1142
C 3.4303 1.4018 -4.9574
C 4.0421 2.6282 -4.9008
C 4.8351 2.7601 -6.0742
C 4.6770 1.6117 -6.8023
H 3.5302 -0.1202 -6.4135
H 2.7472 0.9151 -4.2786
H 3.9312 3.3529 -4.1100
H 5.4468 3.6021 -6.3518
H 5.0946 1.3094 -7.7471
C -0.6588 3.9929 -1.4391
O -1.4891 3.5021 -0.3850
H 0.3553 3.6370 -1.2627
H -1.0060 3.6151 -2.4054
H -0.6503 5.0866 -1.4617
H -2.4010 3.8151 -0.5342
C -5.1870 0.6685 -4.1120
O -4.7988 1.7551 -4.5406
O -5.3828 -0.3611 -4.8099
O -5.3990 0.4047 -2.8996
Ca 0.1662 -3.8561 -4.3216
N 4.4967 0.3350 5.7994
O 4.6953 0.7859 4.6297
O 4.0310 1.0832 6.6635
O 4.7736 -0.8470 6.0458
Cl -3.4868 2.0950 0.1590
Cs -4.2836 3.4689 1.7051
F -7.7517 -1.6571 -2.1887
Al -8.7232 -0.3477 -1.6893
F -10.3377 -0.8713 -1.5169
F -8.6504 0.9042 -2.8460
F -8.1600 0.2334 -0.1844

Record 2
70
Properties=species:S:1:pos:R:3 method="wB97M-V/def2-TZVPD" relative_energy_kj_mol=0.00 homo_ev=-10.940 orbital_gap_ha=0.2376 total_charge=+1 lumo_ha=-0.16440
C -1.3934 5.2318 4.0473
C -0.5579 4.9014 2.7998
C -1.0250 3.6718 2.0178
Br 0.3557 2.9641 0.8842
N -1.6151 2.5809 2.8243
C -2.9186 2.3190 2.6133
C -3.6080 1.3453 3.2991
C -5.0467 1.0793 2.9562
C -5.1532 0.0875 1.8009
O -4.4728 -0.8951 1.7345
C -2.8966 0.6463 4.2769
C -3.5722 -0.4142 5.1123
O -3.7612 -1.5090 4.6945
O -3.9453 -0.0274 6.3463
C -1.5480 0.9173 4.4616
C -0.8843 1.8718 3.7141
B 0.7001 2.0077 3.9582
O 1.1081 3.1473 4.5727
N 1.6153 0.9497 3.6292
C 2.2183 0.3520 4.8477
C 1.0797 -0.1350 2.7904
H -1.7714 6.2500 3.9758
H -0.7741 5.1891 4.9379
H -2.2654 4.5923 4.1693
H -0.6145 5.7220 2.0867
H 0.4910 4.7873 3.0499
H -1.8037 3.9884 1.3319
H -3.4153 2.9227 1.8676
H -5.5697 0.6719 3.8225
H -5.5484 2.0067 2.6816
H -5.8788 0.3295 1.0076
H -3.6815 0.8809 6.5392
H -0.9875 0.3549 5.1977
H 2.0692 3.1649 4.6680
H 1.5301 -0.3420 5.3382
H 3.1105 -0.2086 4.5749
H 2.5083 1.1217 5.5590
H 0.4878 -0.8517 3.3664
H 1.9057 -0.6651 2.3186
H 0.4616 0.2663 1.9890
C 0.2163 0.5004 -1.8215
C 1.2192 1.4345 -2.4827
O 2.5079 0.8795 -2.6238
C 2.5933 -0.2808 -3.4397
C 2.1612 -0.0600 -4.8775
H 0.6219 0.1089 -0.8858
H -0.7123 1.0330 -1.6097
H -0.0294 -0.3497 -2.4582
H 1.3625 2.3223 -1.8628
H 0.8351 1.7867 -3.4466
H 2.0269 -1.1064 -2.9923
H 3.6437 -0.5673 -3.4072
H 1.0893 0.1300 -4.9579
H 2.3836 -0.9456 -5.4741
H 2.6854 0.7935 -5.3087
C 2.7103 -5.4929 -4.5231
C 1.8746 -4.4355 -5.2256
O 2.4649 -3.9246 -6.4055
C 2.6918 -4.8702 -7.4378
C 1.4271 -5.5312 -7.9586
H 3.7265 -5.1299 -4.3649
H 2.2690 -5.7360 -3.5561
H 2.7693 -6.4169 -5.0993
H 1.7595 -3.5693 -4.5715
H 0.8672 -4.8164 -5.4295
H 3.4141 -5.6275 -7.1137
H 3.1669 -4.3017 -8.2369
H 0.9734 -6.1922 -7.2186
H 1.6581 -6.1319 -8.8383
H 0.6898 -4.7766 -8.2351

Record 3
70
Properties=species:S:1:pos:R:3 method="wB97M-V/def2-TZVPD" homo_ev="-5.414 / -6.671" orbital_gap_ha="0.2868 / 0.3329" spin_multiplicity=2 total_charge=-1 lumo_ha="0.08784 / 0.08775" s_squared=0.754
C 4.7797 -0.5838 1.8702
C 4.4753 0.6482 2.2680
C 4.5653 1.7927 1.3188
O 5.5878 2.2564 0.8855
O 3.3476 2.2351 0.9876
C 3.2828 2.9650 -0.2510
C 3.5704 2.0787 -1.4732
C 2.4471 2.1192 -2.5247
C 1.5187 0.8822 -2.4408
C 0.0430 1.2123 -2.6816
C -0.6791 1.8946 -1.5156
C -1.3759 0.9988 -0.4599
C -2.3418 1.9606 0.2877
C -3.0685 1.3615 1.5070
C -2.5998 1.8851 2.8751
N -3.6043 2.7852 3.4721
C -2.2490 -0.1053 -1.1044
C -1.8378 -1.5996 -0.9660
C -2.9135 -2.3575 -0.1591
C -1.8504 -2.2787 -2.3430
N -0.4766 -1.7810 -0.4066
O 0.4558 -1.8027 -1.2842
C -0.1275 -1.0114 0.8033
C 1.3692 -1.2426 1.0831
C -0.8714 -1.5516 2.0535
C -0.3099 0.5114 0.5748
H 5.3844 -0.7570 0.9876
H 4.4008 -1.4351 2.4227
H 4.1691 0.8638 3.2859
H 2.2622 3.3413 -0.3035
H 3.9613 3.8171 -0.2175
H 4.5186 2.3736 -1.9246
H 3.7095 1.0597 -1.1042
H 2.9122 2.1220 -3.5118
H 1.8389 3.0197 -2.4092
H 1.8217 0.1760 -3.2184
H 1.6809 0.3563 -1.5020
H -0.4631 0.3097 -3.0212
H 0.0178 1.9084 -3.5294
H -1.4536 2.5514 -1.9277
H 0.0099 2.5534 -0.9740
H -3.0828 2.3132 -0.4339
H -1.7543 2.8181 0.6312
H -4.1197 1.6574 1.4247
H -3.0714 0.2722 1.4798
H -2.4052 1.0418 3.5479
H -1.6744 2.4548 2.7678
H -3.4957 2.8220 4.4765
H -4.5360 2.4513 3.2655
H -3.2697 -0.0163 -0.7269
H -2.3264 0.1116 -2.1723
H -3.0725 -1.9486 0.8360
H -3.8329 -2.3289 -0.7428
H -2.6196 -3.4095 -0.0986
H -2.8851 -2.3529 -2.6792
H -1.3996 -3.2645 -2.2552
H -1.2904 -1.7288 -3.0989
H 1.5910 -2.3091 1.1317
H 2.0142 -0.7380 0.3684
H 1.5858 -0.8080 2.0644
H -1.4115 -2.4696 1.8445
H -0.1419 -1.7986 2.8257
H -1.5276 -0.8022 2.4967
H -0.4611 0.9731 1.5520
H 0.6603 0.8715 0.2328
B -0.6711 -5.8752 -0.8342
F -0.1901 -5.1722 0.2932
F -0.4333 -7.2509 -0.6752
F -2.0639 -5.6391 -0.9579
F -0.0230 -5.4078 -1.9927

Record 4
67
Properties=species:S:1:pos:R:3 method="wB97M-V/def2-TZVPD" homo_ev="-10.180 / -10.713" orbital_gap_ha="0.2973 / 0.2571" spin_multiplicity=4 total_charge=+1 lumo_ha="-0.07684 / -0.13666" s_squared=3.774
Co -1.5961 -0.1968 0.0047
C -4.5503 -0.8441 1.3303
C -3.8125 -2.1724 1.2094
S -2.6297 -2.2908 -0.1609
C -3.7148 -2.0868 -1.6102
C -3.1635 -1.0839 -2.6163
S -2.7092 0.5338 -1.9339
C -4.3019 1.1425 -1.2932
C -4.2044 1.6888 0.1270
S -3.4288 0.5901 1.3444
H -5.1255 -0.8421 2.2558
H -5.2616 -0.7192 0.5151
H -4.5318 -2.9886 1.1309
H -3.2101 -2.3638 2.0987
H -4.7043 -1.7918 -1.2639
H -3.8254 -3.0554 -2.0972
H -3.8700 -0.9476 -3.4358
H -2.2340 -1.4516 -3.0566
H -5.0283 0.3330 -1.3512
H -4.6566 1.9341 -1.9528
H -5.1971 1.9736 0.4776
H -3.5873 2.5883 0.1518
C 3.3140 0.8893 -2.2149
Si 1.4470 0.7002 -2.1336
C 0.7860 0.3109 -3.8533
C 0.6906 2.3401 -1.5915
C 0.9071 -0.7129 -1.0273
Si 1.7036 -2.3989 -0.8216
C 1.1571 -3.2480 0.7661
C 3.5758 -2.3045 -0.8497
C 1.0750 -3.4248 -2.2707
H 3.5509 1.8492 -2.6797
H 3.7740 0.1123 -2.8275
H 3.8037 0.8660 -1.2407
H 1.1819 1.0270 -4.5767
H -0.3038 0.3902 -3.8842
H 1.0636 -0.6879 -4.1931
H 0.9544 3.1092 -2.3217
H 1.0413 2.6775 -0.6145
H -0.3988 2.2875 -1.5493
H -0.1535 -0.9220 -1.2906
H 1.5708 -2.7905 1.6657
H 1.5042 -4.2842 0.7337
H 0.0707 -3.2693 0.8750
H 3.9673 -1.5616 -0.1522
H 3.9691 -2.0676 -1.8387
H 3.9893 -3.2723 -0.5572
H -0.0157 -3.4982 -2.2483
H 1.4696 -4.4414 -2.2115
H 1.3681 -3.0126 -3.2371
C 0.1221 1.8257 3.1117
Te 0.4112 0.2563 1.6930
C 2.4037 0.9913 1.5148
C 2.6050 1.8327 2.7486
C 3.8887 2.2299 3.1140
C 4.0853 3.0342 4.2227
C 2.9973 3.4502 4.9769
C 1.7195 3.0574 4.6202
C 1.5124 2.2453 3.5088
H -0.4445 1.4238 3.9494
H -0.4385 2.6426 2.6591
H 2.5063 1.5709 0.5993
H 3.0725 0.1346 1.4693
H 4.7375 1.9043 2.5250
H 5.0864 3.3344 4.5013
H 3.1452 4.0767 5.8460
H 0.8698 3.3775 5.2111

Record 5
67
Properties=species:S:1:pos:R:3 method="wB97M-V/def2-TZVPD" relative_energy_kj_mol=70.71 homo_ev=-11.777 orbital_gap_ha=0.1119 total_charge=+2 lumo_ha=-0.32091
C 0.0817 0.9236 -6.3358
C 0.0828 1.0983 -4.9421
H 0.0905 1.8959 -6.8620
H -0.8199 0.3403 -6.6038
H 0.9726 0.3249 -6.6061
O 0.0743 1.5177 -3.8522
I 0.1798 -2.5106 -3.7231
La 0.0375 -0.6378 -1.4070
P 2.6701 0.6772 -1.3601
C 3.3986 2.1374 -0.5673
C 3.7438 -0.6606 -0.6977
H 4.8025 -0.3755 -0.7887
H 4.4098 0.7489 -3.0458
H 3.5671 -1.5954 -1.2521
H 2.8377 0.2505 -3.7583
H 3.1807 2.1176 0.5069
H 3.5014 -0.8269 0.3639
C 3.3255 0.9335 -3.0492
H 4.4875 2.1573 -0.7180
H 3.1360 1.9731 -3.3516
H 2.9602 3.0449 -1.0004
P -2.5368 0.7457 -1.4402
C -3.3548 2.1708 -0.6651
C -3.2717 0.8502 -3.1124
H -3.3209 -1.5767 -1.2501
H -4.5206 -0.4075 -0.5926
H -3.0559 -0.8337 0.3606
C -3.4485 -0.6553 -0.6567
H -2.8255 0.0906 -3.7719
H -4.3601 0.6938 -3.0410
H -4.4476 2.0926 -0.7858
H -3.0098 3.0990 -1.1440
H -3.0745 1.8508 -3.5272
H -3.1127 2.2122 0.4063
C 0.0851 1.9863 -1.5444
O 0.1338 3.1458 -1.5791
C 0.6454 -0.4182 5.8320
C 0.2187 0.0433 4.4648
C -0.3989 1.2834 4.2958
C -0.7455 1.7417 3.0200
C -1.4398 3.0757 2.9310
C -0.4680 0.9447 1.9042
C 0.0066 -0.3936 2.0515
C 0.4288 -0.7645 3.3507
N 0.0000 -1.2532 0.9510
C 0.1273 -2.7249 1.1527
C 1.5721 -3.1099 1.4983
C -0.8381 -3.2308 2.2340
C -0.2510 -3.4773 -0.1376
H 1.3015 0.3180 6.3171
H -0.2284 -0.5629 6.4828
H 1.1884 -1.3700 5.7782
H -0.5947 1.9056 5.1739
H -2.4096 3.0369 3.4555
H -0.8513 3.8654 3.4243
H -1.6186 3.3812 1.8937
H -0.6452 1.3399 0.8908
H 0.8924 -1.7308 3.5389
H 1.6436 -4.2054 1.5568
H 2.2766 -2.7467 0.7368
H 1.8919 -2.7047 2.4596
H -1.8664 -2.9227 2.0020
H -0.7912 -4.3286 2.2784
H -0.5838 -2.8590 3.2283
H -1.2402 -3.1792 -0.5262
H 0.5020 -3.4043 -0.9476
H -0.3245 -4.5484 0.1029

Record 6
81
Properties=species:S:1:pos:R:3 method="wB97M-V/def2-TZVPD" homo_ev=-8.725 smiles="c1ccncc1.c1ccncc1.c1ccncc1.NC(N)=O.NC(N)=O.NC(N)=O.NC(N)=O.NC(N)=O.NC(N)=O" orbital_gap_ha=0.3123 lumo_ha=-0.00837
C 13.0308 -11.4531 14.4738
O 13.1892 -10.7907 15.4364
N 12.0393 -12.3356 14.3551
N 13.8326 -11.6098 13.4486
H 11.9012 -12.7397 13.4398
H 11.4316 -12.4505 15.1536
H 13.6500 -12.4409 12.9045
H 14.6648 -11.0561 13.3037
C 13.9704 -3.7321 15.4299
O 13.3170 -4.0105 16.3924
N 15.2171 -3.3449 15.5691
N 13.5492 -3.8066 14.1910
H 15.7853 -3.2609 14.7383
H 15.6562 -3.3455 16.4786
H 12.6161 -4.1501 14.0138
H 14.1577 -3.5746 13.4190
C 9.8527 -3.4869 13.9213
O 9.3172 -2.3964 13.9414
N 10.5230 -4.0016 12.8959
N 9.7787 -4.3092 14.8995
H 10.9862 -4.8855 13.0518
H 10.4717 -3.6431 11.9531
H 10.3123 -5.1648 14.8429
H 9.2490 -4.1012 15.7339
C 11.3424 -11.7144 18.3394
O 10.6289 -12.1319 19.2831
N 12.6011 -11.8477 18.1745
N 10.8763 -11.1476 17.3326
H 13.1603 -12.2034 18.9367
H 13.0757 -11.3177 17.4576
H 11.4544 -10.8627 16.5549
H 9.8732 -11.1093 17.2214
C 12.2841 -7.2616 14.5568
O 11.6568 -6.2116 14.2370
N 13.4719 -7.1092 15.0568
N 11.7939 -8.4625 14.5768
H 13.9487 -7.7097 15.7142
H 13.8059 -6.1563 15.0793
H 12.2546 -9.2967 14.9115
H 10.9458 -8.7264 14.0959
C 13.1833 -7.6499 18.3318
O 14.2326 -7.8904 17.7207
N 12.6368 -8.5422 19.0803
N 12.4486 -6.5994 18.1652
H 13.0570 -9.4428 19.2601
H 11.7251 -8.2495 19.4015
H 12.6856 -5.9944 17.3919
H 11.6022 -6.5812 18.7159
N 11.2776 -8.3888 9.5288
C 11.0895 -9.3433 8.6579
C 11.0242 -10.7160 8.9829
C 11.0635 -11.1274 10.2938
C 11.1864 -10.1842 11.3194
C 11.2705 -8.8641 10.8420
H 11.0958 -8.9933 7.6361
H 10.8873 -11.4192 8.1747
H 10.9415 -12.1834 10.4849
H 11.1350 -10.4349 12.3686
H 11.3116 -8.0372 11.5354
N 18.1389 -5.7470 13.8876
C 18.9057 -6.7570 13.3025
C 18.7839 -8.0772 13.6307
C 17.7548 -8.4473 14.4746
C 16.9215 -7.4722 15.0428
C 17.2227 -6.1450 14.7939
H 19.6576 -6.3118 12.6678
H 19.2824 -8.9093 13.1559
H 17.4891 -9.4781 14.6570
H 16.1201 -7.7241 15.7216
H 16.5773 -5.3654 15.1709
N 9.0695 -9.2359 13.9101
C 8.5703 -10.4144 14.2582
C 7.2317 -10.7691 13.8939
C 6.4624 -9.8937 13.1613
C 6.9637 -8.6227 12.9040
C 8.2584 -8.3426 13.3244
H 9.3151 -11.1359 14.5602
H 6.8421 -11.7682 14.0227
H 5.4642 -10.1333 12.8258
H 6.3062 -7.9430 12.3824
H 8.6561 -7.3520 13.1604